{
  "formula": "C28H38N4PdS3",
  "method": "ωB97M-V/def2-TZVPD",
  "species": ["Pd", "C", "C", "C", "N", "C", "C", "C", "C", "C", "C", "C", "N", "C", "C", "C", "N", "C", "C", "C", "C", "C", "C", "C", "N", "C", "C", "H", "H", "H", "H", "H", "H", "H", "H", "H", "H", "H", "H", "H", "H", "H", "H", "H", "H", "H", "H", "H", "H", "H", "H", "H", "H", "C", "C", "S", "C", "C", "S", "C", "C", "S", "H", "H", "H", "H", "H", "H", "H", "H", "H", "H", "H", "H"],
  "coordinates": [[0.1434, 0.0677, 0.2923], [-1.4359, -2.1702, -2.2232], [-1.3731, -3.3213, -1.2062], [-0.7006, -2.9811, 0.1447], [-1.1700, -1.6974, 0.5990], [-2.4424, -1.5313, 0.8829], [-3.2754, -2.5421, 1.4092], [-4.6467, -2.6989, 1.3372], [-5.5152, -2.0732, 0.4569], [-5.1889, -1.0589, -0.4598], [-4.0957, -0.2435, -0.4550], [-2.9908, -0.1988, 0.4743], [-2.4705, 0.9521, 0.6564], [-1.5567, 1.3974, 1.6458], [-1.2206, 2.8756, 1.3595], [0.0849, 3.1487, 0.5780], [0.3945, 2.1299, -0.3961], [0.2753, 2.2829, -1.6865], [-0.3340, 3.4364, -2.2736], [-0.1268, 4.0167, -3.4956], [0.7884, 3.6390, -4.4807], [1.4657, 2.4277, -4.5713], [1.3674, 1.3117, -3.7690], [0.7573, 1.1312, -2.4972], [0.6549, -0.0297, -1.8965], [0.9884, -1.3068, -2.4606], [-0.2187, -1.9893, -3.1331], [-2.2935, -2.3645, -2.8695], [-1.6265, -1.2181, -1.7107], [-2.3972, -3.6260, -0.9810], [-0.8601, -4.1792, -1.6401], [-0.9329, -3.7845, 0.8583], [0.3843, -2.9326, 0.0222], [-2.7491, -3.2887, 1.9923], [-5.0603, -3.4875, 1.9511], [-6.5360, -2.4309, 0.4404], [-5.9385, -0.8467, -1.2114], [-4.0822, 0.5741, -1.1645], [-2.0344, 1.3201, 2.6320], [-0.6066, 0.7477, 1.7006], [-2.0646, 3.2664, 0.7890], [-1.1666, 3.4341, 2.2930], [0.0258, 4.1497, 0.1347], [0.9289, 3.1615, 1.2784], [-1.0383, 3.9457, -1.6289], [-0.6848, 4.9231, -3.6934], [0.9632, 4.3510, -5.2755], [2.1122, 2.3160, -5.4337], [1.8963, 0.4412, -4.1376], [1.7990, -1.2411, -3.1977], [1.3329, -1.9413, -1.6381], [-0.5177, -1.3827, -3.9908], [0.1113, -2.9582, -3.5118], [4.5230, 0.5787, 1.4353], [4.1527, -0.8157, 0.9490], [2.3684, -1.2261, 0.7906], [1.9947, -2.1252, 2.3428], [2.1026, -1.3695, 3.6448], [0.9568, 0.0378, 3.7964], [1.9047, 1.4412, 3.0916], [3.2423, 1.7508, 3.7326], [4.6465, 0.6807, 3.2620], [3.8443, 1.3434, 1.0618], [5.5268, 0.8127, 1.0785], [4.5864, -1.5819, 1.5887], [4.5320, -0.9527, -0.0644], [2.6523, -2.9948, 2.3624], [0.9669, -2.4610, 2.2013], [3.1102, -1.0008, 3.8426], [1.8150, -2.0455, 4.4503], [1.2375, 2.2832, 3.2800], [1.9960, 1.2828, 2.0105], [3.1900, 1.6636, 4.8180], [3.5283, 2.7750, 3.4861]],
  "spin_multiplicity": 5,
  "charge": 2,
  "total_energy_ev": -71579.024,
  "lumo_ev": [-5.629, -8.429],
  "mol_weight_g_mol": 633.26,
  "homo_lumo_gap_ev": [7.6, 4.8]
}